(1)
Molecular formula: C10H26Cl2NO3P2W
Method: DFT, wB97M-V/def2-TZVPD

Geometry as ORCA input:
```
! wB97M-V def2-TZVPD RIJCOSX def2/J DEFGRID3
* xyz 3 3
C 0.828 2.930 -1.798
H -3.150 1.494 -1.219
C -2.499 3.199 -0.426
H -3.419 -2.376 -0.959
C -2.373 -2.235 -1.268
P -1.882 -0.533 -0.854
H 3.075 0.127 -0.441
H -3.572 3.526 -2.180
C 2.663 0.683 -1.294
C 1.839 -1.360 2.952
H -1.158 -0.954 1.410
H 1.092 -1.662 4.949
O -2.272 3.149 0.732
H 2.618 0.022 -2.175
Cl -0.266 0.453 -3.991
C 1.255 1.875 0.863
C -2.855 4.071 -1.531
H -2.303 -2.400 -2.350
H 1.765 3.496 -1.704
H 1.699 2.882 0.874
H 0.278 1.879 1.359
H -2.946 -0.836 1.287
H 2.206 -4.088 4.572
H -1.950 4.276 -2.132
C -1.991 -0.417 0.935
C 1.341 -2.271 4.079
H -3.311 5.022 -1.195
H -1.736 -2.965 -0.755
H -3.224 0.402 -2.629
H -0.010 3.508 -1.389
O 0.971 -0.894 2.179
H -4.201 0.038 -1.163
H 1.910 1.148 1.370
C -3.246 0.442 -1.534
H 0.630 2.708 -2.854
H -1.943 0.636 1.242
W 0.136 -0.354 -1.971
H 3.177 -3.016 3.585
N 2.507 -3.136 4.373
Cl 1.038 -2.242 -1.135
H 2.931 -2.732 5.205
O 3.085 -1.229 2.941
P 1.033 1.396 -0.845
H 0.482 -2.858 3.766
H 3.311 1.541 -1.524
*
```

Values from the calculation:
LUMO (spin up / spin down)   -12.75 / -12.75 eV
E   -63843.3490 eV
Relative energy (zero: lowest compared OMol25 entry of this formula, charge and spin)   1.740 eV
Orbital gap (spin up / spin down)   0.1519 / 0.1518 hartree

From a natural (NBO) analysis of the wavefunction, the atomic charges in e read: number 1, C, carries -0.93; number 2, H, carries 0.16; number 3, C, carries 0.92; number 4, H, carries 0.28; number 5, C, carries -0.94; number 6, P, carries 1.06; number 7, H, carries 0.32; number 8, H, carries 0.33; number 9, C, carries -0.93; number 10, C, carries 0.76; number 11, H, carries 0.34; number 12, H, carries 0.25; number 13, O, carries -0.21; number 14, H, carries 0.25; number 15, Cl, carries -0.15; number 16, C, carries -0.95; number 17, C, carries -0.81; number 18, H, carries 0.27; number 19, H, carries 0.30; number 20, H, carries 0.28; number 21, H, carries 0.26; number 22, H, carries 0.29; number 23, H, carries 0.44; number 24, H, carries 0.34; number 25, C, carries -0.97; number 26, C, carries -0.35; number 27, H, carries 0.38; number 28, H, carries 0.29; number 29, H, carries 0.29; number 30, H, carries 0.22; number 31, O, carries -0.82; number 32, H, carries 0.30; number 33, H, carries 0.34; number 34, C, carries -0.89; number 35, H, carries 0.28; number 36, H, carries 0.24; number 37, W, carries 0.81; number 38, H, carries 0.48; number 39, N, carries -0.68; number 40, Cl, carries -0.11; number 41, H, carries 0.45; number 42, O, carries -0.73; number 43, P, carries 1.03; number 44, H, carries 0.23; number 45, H, carries 0.30

***

(2)
Molecular formula: C2H3I2N
Method: DFT, wB97M-V/def2-TZVPD

Geometry as ORCA input:
```
! wB97M-V def2-TZVPD RIJCOSX def2/J DEFGRID3
* xyz 0 1
C 0.039 -0.511 -0.165
H 1.119 1.272 0.171
I 1.811 -1.613 0.718
N -0.900 -1.146 -0.677
H -0.383 1.377 -1.057
C 0.141 1.030 -0.054
H -0.740 -2.143 -0.520
I -1.087 1.734 1.583
*
```

Values from the calculation:
LUMO   -0.30 eV
Structure (SMILES)   [H]/N=C(\I)CI
E   -19813.1063 eV
Relative energy (zero: lowest compared OMol25 entry of this formula, charge and spin)   0.123 eV
Orbital gap   0.3474 hartree

From a natural (NBO) analysis of the wavefunction, the atomic charges in e read: number 1, C, carries 0.24; number 2, H, carries 0.23; number 3, I, carries -0.04; number 4, N, carries -0.61; number 5, H, carries 0.27; number 6, C, carries -0.60; number 7, H, carries 0.37; number 8, I, carries 0.13